No. 1
Molecular formula: C9H21N4O2
Method: DFT, the ωB97M-V functional and the def2-TZVPD basis

```
36
Properties=species:S:1:pos:R:3:forces:R:3:nbo_charge:R:1
C 3.4659 -2.5774 -0.8216 -0.2 -3.3 0.3 -0.633
C 3.3218 -1.3174 -0.0628 -0.1 0.4 -0.4 -0.236
N 2.2103 -0.5776 -0.6175 1.7 0.3 0.2 -0.547
C 1.0515 -0.7497 -0.0725 -1.5 0.7 -0.6 0.696
O 0.8493 -1.6696 0.7402 -0.9 0.1 0.1 -0.664
C 0.0231 0.2556 -0.5912 -2.4 0.1 0.9 -0.387
C 0.4675 1.7336 -0.3447 -1.0 -1.8 0.6 0.086
N 0.6597 2.0446 0.8598 0.6 -1.0 -0.9 -0.376
C 1.0491 3.3147 1.3095 -1.6 0.9 1.4 -0.462
C -1.4964 -0.0146 0.0594 3.8 0.8 -0.3 0.606
O -1.5255 0.5068 1.3325 0.4 -0.5 2.0 -0.740
N -2.4535 0.5659 -0.7537 -3.1 -0.4 1.7 -0.661
C -3.8102 1.0110 -0.1080 1.6 0.6 -4.5 -0.408
N -1.6892 -1.5592 0.1790 1.3 1.1 1.5 -0.600
C -2.0871 -2.3283 -0.9764 3.7 0.8 -2.4 -0.413
H 2.6529 -3.3135 -0.4835 0.7 1.2 -0.7 0.224
H 3.3366 -2.4137 -1.9240 0.6 -0.3 1.0 0.220
H 4.3654 -3.1945 -0.5051 -0.6 1.1 -0.9 0.242
H 3.1493 -1.4271 0.9792 -0.2 -0.5 0.9 0.225
H 4.1283 -0.6408 -0.1137 1.4 0.5 -0.4 0.204
H 2.4705 0.2025 -1.1984 -0.6 0.1 0.0 0.417
H -0.1277 0.1569 -1.6579 0.2 -0.4 -0.4 0.242
H 0.4530 2.3263 -1.2568 0.4 0.7 0.2 0.179
H 0.1951 3.6480 1.9519 0.1 0.6 -1.2 0.237
H 1.4782 4.0262 0.6320 -0.3 0.5 -0.7 0.201
H 1.6890 3.2537 2.1390 1.7 -0.7 0.9 0.227
H -0.7068 0.4316 1.9370 -1.4 0.0 -1.9 0.530
H -2.1625 1.3416 -1.2668 1.1 1.2 -0.9 0.386
H -4.1556 0.3143 0.5369 -1.2 -2.7 1.6 0.194
H -3.8824 1.9121 0.4511 0.9 1.1 0.2 0.211
H -4.4122 1.1121 -1.0591 0.1 -0.2 1.5 0.218
H -0.6508 -1.9002 0.6207 -1.6 0.8 -0.7 0.488
H -2.4137 -1.6139 0.8834 -0.1 -0.3 0.4 0.422
H -1.1812 -2.4203 -1.7113 -1.6 0.3 1.3 0.212
H -2.2659 -3.2787 -0.6516 -0.6 -2.6 0.8 0.224
H -2.8935 -1.9673 -1.5365 -1.2 0.9 -0.4 0.238
```
Positions in Å, forces in eV/Å.

Results
- Energy above the lowest of the compared OMol25 structures with the same formula, charge and spin: 59.5 kJ/mol
- Charge: +1
- E_HOMO: -13.2 eV
- SMILES: CCNC(=O)[C@H](/C=N/C)[C@@](O)(NC)[NH2+]C


No. 2
Molecular formula: C5H5CaO15
Method: DFT, the ωB97M-V functional and the def2-TZVPD basis

```
26
Properties=species:S:1:pos:R:3:forces:R:3:mulliken_charge:R:1
Ca -0.3389 -0.0716 0.1403 -10.1 0.6 -1.2 2.288
O 2.3919 2.5397 -0.6469 0.4 1.6 -0.3 -0.622
C 1.9972 1.3152 -0.3152 -8.1 -1.4 -3.6 1.001
O 2.7360 0.6720 0.3495 5.8 1.7 3.7 -0.773
O 0.8752 0.8821 -0.5862 10.9 9.1 -7.8 -0.517
H 2.9683 2.2364 0.0583 3.5 2.9 1.1 0.290
O -1.8288 1.4244 -2.9146 -0.3 0.6 -1.5 -0.557
C -1.4324 0.8628 -1.7806 2.0 -2.1 3.1 0.781
O -1.5559 1.4825 -0.7178 -3.2 3.6 -1.7 -0.809
O -0.8234 -0.2234 -1.7162 0.0 4.3 -8.1 -0.823
H -1.8597 2.2531 -2.4310 -0.8 1.6 -0.7 0.290
O -1.6144 1.2600 3.2044 -1.3 1.1 4.2 -0.521
C -1.1257 0.7119 2.1377 -3.3 -4.1 -2.8 0.619
O -0.4366 1.3649 1.4272 4.9 9.2 2.6 -0.752
O -1.5392 -0.3389 1.6224 -5.0 -0.4 8.7 -0.728
H -1.0949 2.0672 3.1911 0.0 0.6 0.4 0.309
O -1.5682 -2.1368 -2.0978 -2.2 -5.7 -2.2 -0.776
C -1.5523 -2.4934 -0.8071 0.2 0.3 0.9 0.502
O -1.6178 -3.6485 -0.4314 -0.5 -3.2 -0.5 -0.810
O -1.4164 -1.5370 -0.0324 -5.2 -7.1 -1.2 -0.680
H -1.4800 -1.1851 -2.0072 0.0 0.3 -1.0 0.603
O 2.9461 -1.4921 0.3762 1.3 -2.4 -1.8 -0.715
C 1.8326 -1.7314 1.0170 -0.6 -2.3 3.2 0.453
O 0.8333 -0.9578 0.9489 11.5 -7.9 6.2 -0.814
O 1.9305 -2.6982 1.7738 -0.7 -1.8 1.3 -0.836
H 2.7736 -0.5579 0.2379 0.8 0.8 -1.0 0.599
```
Positions in Å, forces in eV/Å.

Results
- Charge: -3
- E_HOMO: 2.6 eV


No. 3
Molecular formula: C45H105N15O15
Method: DFT, the ωB97M-V functional and the def2-TZVPD basis

```
180
Properties=species:S:1:pos:R:3:forces:R:3:mulliken_charge:R:1
C -4.8528 5.2522 1.3924 -0.1 -1.2 0.8 -1.418
C -4.5107 4.3944 2.6211 0.1 0.9 -0.2 0.753
O -3.7869 3.4234 2.6299 0.5 -1.2 -0.8 -0.462
N -4.9907 4.8283 3.7951 -0.3 1.0 0.2 -0.166
C -5.7395 6.0579 4.0010 -0.6 -0.7 0.9 -1.013
H -4.3378 6.1998 1.5499 -0.1 0.1 -0.6 0.394
H -5.9353 5.3784 1.3721 0.0 0.4 0.0 0.588
H -4.5729 4.6936 0.4992 0.4 0.4 0.1 0.101
H -4.8267 4.2170 4.5822 0.2 0.2 -0.1 0.306
H -5.6128 6.3101 5.0538 -0.1 0.2 -0.1 0.355
H -6.7925 5.8168 3.8552 -0.2 0.5 -0.1 0.328
H -5.4544 6.9288 3.4108 0.2 -0.4 -0.1 0.288
C 2.1469 -4.1969 -2.1597 0.4 -0.5 -0.8 0.668
C 1.3230 -5.4067 -2.5950 -1.4 -0.8 0.5 0.547
O 1.4114 -6.4381 -1.9059 -0.1 0.8 -0.8 -0.695
N 0.4189 -5.2739 -3.6066 1.1 0.7 0.7 0.267
C -0.4610 -6.2897 -4.0976 0.2 -1.0 0.3 -0.961
H 2.2018 -3.2908 -2.7631 -0.8 -0.1 -0.2 -0.399
H 3.1687 -4.5682 -2.2378 0.1 -0.1 0.7 0.058
H 1.8371 -3.9685 -1.1399 0.4 0.0 0.0 -0.357
H 0.4626 -4.4143 -4.1351 0.1 0.2 0.0 0.264
H 0.1004 -7.0812 -4.5941 0.0 -0.1 -0.2 0.316
H -1.1850 -5.8896 -4.8075 0.1 0.2 0.2 0.226
H -0.9745 -6.7835 -3.2726 -0.2 0.1 0.0 0.309
C 0.6402 4.8319 -4.2921 -0.3 0.7 0.0 -0.899
C -0.3272 3.7039 -4.2556 0.1 -1.2 -0.1 0.911
O -0.2960 2.7619 -5.0358 0.8 -0.1 -1.1 -0.705
N -1.2660 3.6852 -3.3202 -0.8 -1.1 1.4 0.140
C -2.0940 2.4511 -3.2073 -0.6 1.3 -0.4 -1.108
H 0.7461 5.0961 -5.3442 0.3 0.2 0.2 0.390
H 1.6060 4.6175 -3.8344 0.0 -0.4 -0.2 0.102
H 0.2115 5.6546 -3.7198 0.1 0.3 -0.2 0.169
H -1.3449 4.3605 -2.5732 0.1 0.2 0.1 0.275
H -1.6088 1.5148 -3.4829 0.5 0.4 0.3 0.362
H -2.8896 2.6017 -3.9370 -0.3 -0.3 0.0 0.409
H -2.5457 2.4012 -2.2165 0.2 0.0 0.0 0.139
C -1.0590 5.9286 1.3174 0.3 0.4 -0.3 -0.153
C -1.1010 6.1975 -0.1906 -1.8 -2.1 0.2 0.357
O -1.7004 5.3603 -0.8781 0.3 0.0 -0.1 -0.793
N -0.5543 7.2489 -0.7775 1.2 2.4 1.1 -0.049
C 0.0227 8.4211 -0.0337 -0.5 -1.0 -1.5 -1.018
H -1.8876 5.2902 1.6241 -0.1 0.1 -0.4 -0.404
H -1.0634 6.8174 1.9484 0.3 0.0 -0.1 0.564
H -0.1760 5.3211 1.5162 0.3 0.2 0.2 -0.052
H -0.5823 7.3510 -1.7819 -0.3 -0.5 0.2 0.350
H 1.0248 8.1552 0.3027 -0.2 0.3 0.4 0.222
H -0.6770 8.7803 0.7210 0.4 -0.2 0.2 0.338
H 0.0953 9.1933 -0.7995 0.2 0.2 0.2 0.390
C -4.6707 1.3001 0.1110 0.6 1.6 0.4 0.560
C -5.6707 0.5267 0.9418 2.3 0.5 -2.9 0.381
O -6.1257 -0.4303 0.3799 -1.7 -2.2 -0.1 -0.694
N -5.9276 0.9170 2.1623 -1.2 0.2 2.8 0.032
C -6.8421 0.1823 3.0392 -0.4 0.1 0.6 -1.124
H -3.9538 0.7081 -0.4580 -0.3 -0.5 0.3 -0.171
H -4.0813 2.0032 0.6995 0.0 0.1 0.1 -0.557
H -5.2039 1.9090 -0.6190 -0.2 -0.1 -0.1 0.380
H -5.5432 1.7717 2.5389 0.3 -0.2 -0.3 0.183
H -6.6122 0.3787 4.0865 0.4 0.1 -0.1 0.381
H -6.8561 -0.9018 2.9265 0.5 0.1 -0.5 0.325
H -7.8878 0.4794 2.9591 -0.1 0.2 -0.5 0.343
C -1.7847 -6.4370 -0.1915 0.5 -1.1 -0.2 -0.909
C -2.3206 -5.1046 0.0879 -1.5 0.7 1.6 0.444
O -2.1401 -4.5689 1.1966 0.3 0.0 -1.4 -0.644
N -3.1369 -4.5506 -0.8345 0.1 0.2 -0.4 -0.073
C -3.6495 -3.2031 -0.7264 0.3 0.2 0.7 -0.505
H -1.1414 -6.3966 -1.0705 0.2 -0.2 0.1 -0.047
H -2.5729 -7.1656 -0.3810 -0.2 0.1 -0.2 0.490
H -1.2662 -6.7977 0.6969 0.3 0.1 -0.2 0.196
H -3.5478 -5.0587 -1.6047 0.7 -0.4 0.2 0.274
H -3.7496 -2.8167 -1.7407 -0.4 0.2 0.3 0.362
H -2.9330 -2.5823 -0.1884 0.1 0.0 -0.2 -0.319
H -4.5495 -3.1831 -0.1119 -0.3 0.2 -0.4 0.443
C 1.7011 0.7963 -3.1833 -0.1 -0.3 0.8 0.247
C 3.1350 0.5970 -2.6698 -2.3 1.8 -0.7 0.404
O 3.4929 1.2864 -1.7242 0.5 -0.3 0.8 -0.967
N 3.9671 -0.1376 -3.3607 0.7 -0.8 0.1 -0.042
C 3.5827 -1.0973 -4.3779 0.7 0.5 -0.2 -0.755
H 1.3214 1.6331 -2.5970 -0.1 0.1 -0.3 -0.508
H 1.0534 -0.0348 -2.9041 0.0 -0.3 -0.1 -0.566
H 1.5646 0.9826 -4.2485 0.3 0.0 0.0 0.632
H 4.9121 0.0069 -3.0350 0.4 -0.7 -0.2 0.399
H 3.4808 -0.5568 -5.3189 -0.3 -0.3 -0.2 0.360
H 2.6656 -1.6301 -4.1265 0.0 0.1 -0.1 -0.042
H 4.4080 -1.8020 -4.4798 -0.2 -0.1 -0.1 0.257
C -2.9424 -1.5541 3.0002 0.5 -1.0 -0.2 0.336
C -2.2975 -2.3402 4.1322 -0.1 1.2 2.4 0.489
O -2.1129 -1.8188 5.2567 -0.2 -0.9 -1.6 -0.774
N -1.9986 -3.6274 3.8714 -0.6 0.9 -1.2 0.158
C -1.5581 -4.5989 4.7928 1.2 -0.4 1.1 -1.070
H -3.1582 -2.3175 2.2528 -0.2 0.5 -0.5 -0.103
H -2.2207 -0.8366 2.6096 -0.1 0.1 -0.1 -0.284
H -3.8594 -1.0425 3.2927 0.2 -0.1 0.2 0.123
H -2.1560 -3.9595 2.9306 0.0 0.1 0.0 0.422
H -1.1679 -5.4327 4.2091 -0.5 -0.3 0.2 0.308
H -2.3039 -4.8505 5.5469 -0.3 -0.4 -0.3 0.303
H -0.7024 -4.2956 5.3961 0.1 0.5 -0.1 0.341
C 1.3224 -3.9785 2.4551 0.6 -1.3 -1.1 0.284
C 1.5987 -5.5219 2.5608 0.5 1.9 0.4 0.632
O 1.9006 -6.0239 3.6055 0.3 -1.0 1.9 -0.708
N 1.5998 -6.1872 1.4105 -0.3 0.7 -2.3 0.326
C 1.9146 -7.5949 1.1267 -1.3 0.9 1.4 -1.060
H 1.5197 -3.4171 3.3683 -0.8 -0.4 0.1 0.458
H 0.3764 -3.8618 1.9263 -0.4 0.4 0.7 -0.439
H 2.0364 -3.5622 1.7444 0.3 -0.1 -0.2 -0.190
H 1.3289 -5.5806 0.6497 0.2 -0.6 -0.4 -0.278
H 1.3956 -7.8410 0.2004 0.7 -0.1 -0.1 0.337
H 1.4015 -8.1011 1.9444 0.2 -0.6 0.0 0.386
H 2.9790 -7.8163 1.2050 -0.1 0.0 -0.4 0.281
C 2.8678 1.0802 1.3309 0.3 -0.3 -0.7 0.045
C 2.8552 -0.0084 2.3852 -2.0 1.7 -0.5 0.419
O 1.7781 -0.4896 2.7801 1.1 -0.1 -0.3 -0.632
N 4.0372 -0.2880 2.8941 1.5 -1.9 1.8 -0.069
C 4.2296 -1.4006 3.8779 0.1 1.8 -0.4 -0.908
H 2.3789 0.7236 0.4243 -0.1 -0.1 0.1 -0.480
H 3.8767 1.3147 0.9913 0.0 0.2 0.2 0.660
H 2.3325 1.9854 1.6175 0.1 0.0 0.4 -0.102
H 4.9038 0.1910 2.6951 -0.6 0.2 -0.6 0.293
H 5.1299 -1.1085 4.4185 0.3 -0.6 -0.2 0.449
H 4.3304 -2.3220 3.3044 -0.2 -0.2 0.7 0.174
H 3.4611 -1.3414 4.6486 -0.4 -0.6 -0.5 0.261
C 6.4999 -3.4452 -3.2511 0.2 -0.6 1.2 -1.398
C 6.0981 -2.6458 -2.0114 1.2 2.5 -0.8 0.779
O 6.4953 -1.4626 -1.8717 -0.7 -1.9 -0.2 -0.677
N 5.2715 -3.1996 -1.1329 -0.9 -1.2 0.4 -0.081
C 4.7421 -2.4787 0.0220 0.7 -0.1 -0.6 -0.665
H 7.0866 -4.3212 -2.9746 0.3 0.0 0.4 0.454
H 7.1701 -2.8319 -3.8534 -0.7 0.0 -0.3 0.306
H 5.6286 -3.9228 -3.6993 -0.1 0.6 -0.6 0.349
H 5.0009 -4.1658 -1.2479 0.1 0.2 0.0 0.363
H 4.0513 -3.1251 0.5634 0.2 0.1 0.0 0.261
H 4.2339 -1.5799 -0.3272 0.0 0.1 0.2 -0.024
H 5.6252 -2.2109 0.6021 -0.4 0.3 0.5 0.365
C -0.2298 2.3033 4.3081 -0.2 -0.7 1.2 -0.202
C 0.9852 3.1536 4.1799 -0.7 1.1 -1.2 0.470
O 1.1002 3.8498 3.1682 0.4 0.0 0.1 -0.592
N 1.9098 3.1771 5.1439 1.8 0.5 1.6 -0.188
C 2.0427 2.3711 6.3375 -0.8 -1.9 -0.1 -0.938
H -1.1376 2.7781 3.9360 0.4 0.0 -0.5 -0.154
H -0.4720 2.0336 5.3360 0.2 -0.1 0.1 0.463
H 0.0211 1.3654 3.8125 -0.4 -0.1 -0.2 -0.022
H 2.7443 3.7399 5.0608 -0.5 0.3 -1.0 0.317
H 2.2421 1.3424 6.0372 -0.4 -0.4 0.0 0.251
H 1.1316 2.3629 6.9357 0.1 0.1 0.1 0.316
H 2.9114 2.5409 6.9737 -0.1 1.1 -0.3 0.340
C 4.3581 6.1790 -0.8883 -0.2 -1.3 -0.5 -1.058
C 4.3530 4.6678 -1.2726 1.2 0.8 0.0 0.814
O 5.3478 4.1576 -1.7549 0.8 0.2 0.0 -0.692
N 3.2652 3.9455 -1.0999 -3.0 -0.1 0.4 0.656
C 1.9442 4.4844 -0.7888 0.3 0.2 0.6 -1.491
H 4.3182 6.6609 -1.8652 0.0 0.4 0.2 0.266
H 5.3107 6.3860 -0.4006 -0.1 0.0 -0.1 0.368
H 3.5132 6.4752 -0.2667 0.1 0.1 -0.1 0.156
H 3.2539 2.9562 -1.3028 0.7 -0.3 -0.4 0.054
H 1.6430 5.2997 -1.4465 0.2 0.2 0.1 0.506
H 1.9592 4.8022 0.2537 -0.4 0.3 0.1 0.690
H 1.1365 3.7572 -0.8722 0.4 -0.4 -0.1 0.065
C -1.0820 -3.3862 -6.9366 0.5 0.3 0.4 -1.416
C -0.7802 -2.8108 -5.5404 1.1 -0.5 -1.4 0.596
O 0.3185 -2.9470 -5.0241 1.0 -0.2 0.3 -0.791
N -1.7184 -2.1303 -4.9497 -2.8 1.0 -0.4 0.058
C -1.7197 -1.5024 -3.6647 0.4 0.1 1.3 0.137
H -1.8427 -4.1646 -6.8779 -0.1 0.1 -0.2 0.346
H -0.1570 -3.7903 -7.3480 -0.1 -0.2 0.3 0.298
H -1.3528 -2.5940 -7.6347 -0.4 0.0 0.1 0.486
H -2.5590 -1.9491 -5.4795 0.2 -0.2 -0.1 0.286
H -1.7352 -2.2174 -2.8422 0.1 -0.3 -0.1 -0.030
H -2.6321 -0.9204 -3.5345 0.2 0.1 -0.2 0.324
H -0.8492 -0.8752 -3.4724 -0.1 0.1 -0.3 -0.411
C 0.2522 -1.4879 -0.0023 0.3 0.3 0.5 0.257
C -0.5439 -0.2137 -0.1089 -1.4 0.3 -1.8 0.032
O -1.3481 -0.1105 -1.0846 1.2 0.2 2.1 -0.192
N -0.3877 0.7522 0.8339 -0.5 -0.1 -1.0 1.387
C -1.2369 1.9266 0.9099 0.0 0.4 0.3 -0.115
H 1.2926 -1.2955 -0.2645 0.2 0.0 0.0 -0.212
H -0.1380 -2.2337 -0.6948 -0.1 0.1 0.1 0.042
H 0.2291 -1.8330 1.0314 0.1 -0.1 -0.1 -0.004
H 0.3618 0.7861 1.5101 0.0 -1.0 -0.1 -0.747
H -0.5926 2.7888 1.0821 0.0 0.2 0.0 -0.202
H -1.8806 1.8383 1.7850 -0.2 0.1 -0.1 0.177
H -1.8587 2.1263 0.0372 0.3 -0.4 -0.1 -0.525
```
Positions in Å, forces in eV/Å.

Results
- Energy above the lowest of the compared OMol25 structures with the same formula, charge and spin: 346.3 kJ/mol
- Charge: 0
- E_HOMO: -8.5 eV